[1]
DFT (the ωB97M-V functional and the def2-TZVPD basis) results for 12 unconnected molecules or ions with the total composition C46H120N8O12.

Structure (XYZ):
```
186
C46H120N8O12 | OMol25 | the ωB97M-V functional and the def2-TZVPD basis
O -5.6634 -5.5722 1.1393
O 0.2583 -6.8887 2.4091
O 3.6468 4.5632 2.6531
O 2.1324 3.0131 4.5812
O -2.6020 5.6940 -1.0530
O 2.7181 -0.7558 -1.1833
O 5.9166 -3.1957 3.3790
O -1.6599 4.0841 1.4753
O -1.8346 1.0783 -6.4041
O -6.0415 -1.3321 -2.0826
O -1.5348 -3.6288 -4.5526
O -2.0948 1.4541 -2.2375
N 4.8562 -2.2618 3.4330
N -2.3467 -4.3568 1.8435
N 0.8778 2.6394 -6.3934
N 0.2911 2.0973 2.3172
N -0.4659 -0.5907 0.4393
N -3.7514 -0.7581 -3.7166
N 2.8217 4.7519 1.4873
N -4.3040 -3.6749 -0.6085
C 4.8920 4.7595 0.1691
C -3.5882 6.7197 -1.1829
C 2.4958 -2.0749 3.6494
C 3.7568 -0.3552 2.2731
C 0.9384 -7.3630 3.5456
C -2.1132 5.0872 2.4375
C 2.5817 4.1990 -0.8910
C 4.9944 -1.2491 2.2736
C -4.2450 -2.9443 -4.6810
C -4.8607 -5.7274 -1.6724
C 2.4333 -1.0812 2.4075
C 3.7790 2.6276 0.8704
C 1.8447 0.5927 -7.1128
C 3.5106 4.1228 0.4217
C -0.5238 0.5699 -6.3191
C 2.2179 5.6599 -1.0903
C -1.1383 1.0425 -1.2548
C -3.3065 -2.1480 -3.7817
C 3.4901 7.2651 1.4544
C -1.2211 -5.2239 1.4935
C 1.5578 6.2863 0.2196
C -2.6061 0.5727 -7.5032
C -6.3674 -4.7559 0.2328
C -1.5099 -0.2043 -0.4345
C -2.8300 -0.0393 0.2746
C 2.4588 6.1460 1.4644
C -6.2308 -5.5593 2.3989
C -0.5389 -5.8233 2.7320
C -1.1126 1.2338 4.1823
C 3.3745 2.6590 5.1527
C 1.2079 1.8801 4.6269
C 1.5986 6.3959 2.7136
C 3.7057 -3.9052 4.9402
C -1.1075 -4.1324 -3.2577
C 0.5521 1.3622 -7.0139
C -0.1732 -4.5151 0.6672
C 6.2240 -0.3478 2.5143
C 3.4250 -4.2139 2.4921
C 3.5896 -3.1112 3.5401
C -5.4353 -4.4537 -0.9780
C -1.6055 2.7204 -2.7112
C -6.3734 0.0217 -1.7166
C 5.0361 -1.8513 0.8393
C 3.2332 -0.4304 -2.4805
C -1.9615 -2.2274 -4.4110
C 0.0033 2.1924 3.7998
H -1.0277 1.8889 -0.4843
H -1.6111 -6.1320 0.9564
H 4.0368 3.4941 5.2999
H -4.5190 6.3733 -1.6641
H 4.0551 2.0490 -0.0099
H 5.4019 -1.0142 0.2923
H 1.7920 -0.3892 -7.5671
H 0.9978 2.8058 2.0972
H 2.9983 4.4322 3.3626
H 2.2226 -1.6421 1.4917
H -4.4732 -2.4441 -5.5970
H 0.4334 -0.4911 0.0447
H -3.1732 -0.1273 -3.0841
H 3.1517 2.1688 6.0997
H 3.8008 -1.3347 -2.7439
H 2.7106 -1.4174 4.5065
H -3.1479 7.5441 -1.8110
H -6.4396 0.7029 -2.5620
H 6.2473 -0.0125 3.6151
H 3.8782 7.3833 0.4121
H -5.3992 -1.2121 -2.8221
H -3.0505 -0.8059 0.9816
H 4.6317 -4.5104 4.9708
H 4.9367 5.7056 -0.3262
H 1.3519 2.5423 -5.4250
H 2.4999 -4.6539 2.8376
H -1.9535 0.3297 -8.4201
H -1.7731 3.5249 -1.9977
H 3.0710 6.2661 -1.3336
H 4.2865 7.1575 2.2456
H 5.6478 -2.7471 0.7714
H 1.0165 7.3707 2.4871
H 2.5208 1.1645 -7.7406
H -3.8197 -4.0892 0.1445
H -3.1092 5.4147 2.2305
H 5.4456 3.9967 -0.4120
H -5.6500 0.5004 -1.0964
H -7.2780 -0.0671 -1.0864
H 3.9244 0.4977 -2.3254
H 4.6136 2.4893 1.5159
H -6.6760 -3.8517 0.7684
H -0.8284 0.2407 4.1282
H -1.1872 -1.5958 -3.8908
H 0.7935 5.6588 2.9308
H -0.5292 2.4149 1.8202
H 7.1713 -0.9448 2.3035
H -2.7887 0.9004 0.8432
H 0.5647 5.9024 0.4755
H 0.2150 -3.7052 1.2516
H -2.0442 -1.8145 -5.4287
H -2.0349 -3.5537 2.3559
H -3.7035 0.0653 -0.3266
H 0.2976 -7.9198 4.1796
H -3.1902 -4.7259 2.2134
H 2.3762 0.4353 -6.0964
H -1.9378 1.3136 3.4204
H -0.4549 -0.0390 1.2773
H -3.0982 4.8231 -1.0397
H 1.7335 3.5205 -0.8542
H -5.2472 -3.0451 -4.1995
H -4.3185 -5.2835 -2.5644
H -3.3658 1.3338 -7.7849
H 3.1458 3.9536 -1.7976
H -3.7182 -0.3499 -4.6365
H -6.0112 -3.9074 -1.7163
H -1.4586 1.5143 5.2155
H 5.2908 4.8815 1.1326
H -0.1898 1.0208 -1.7290
H -4.2622 -6.4053 -1.0130
H -1.4025 5.8735 2.5819
H 1.3853 -6.5530 4.1740
H -0.0029 3.1233 -6.1737
H -2.0994 4.4870 3.3704
H 2.2942 6.6613 3.5170
H 1.4560 7.3514 -0.0924
H 1.7437 -8.1251 3.3663
H -7.2753 -5.2425 -0.1205
H 4.2411 -4.9076 2.6445
H 2.7050 0.1178 -0.7258
H -5.5937 -6.4298 -2.0484
H 3.2524 -3.8182 1.4951
H -0.5836 2.6267 -2.9918
H -1.3529 -6.1568 3.4175
H 0.0164 -5.0177 3.2989
H 3.8632 -3.1318 5.7283
H -0.3148 3.1924 4.0304
H -1.0138 -5.1868 -3.3810
H 4.0787 -2.1416 0.4013
H -1.8830 -3.9173 -2.5252
H -5.6893 -6.1715 3.0859
H 3.8076 0.2631 1.3889
H 3.9273 1.9593 4.5076
H -0.5684 -0.4152 -6.8234
H 1.5427 -2.5631 3.8126
H -2.1862 2.9320 -3.5572
H -1.6189 -1.0881 -1.1085
H -4.5394 -2.7247 -0.2404
H 2.5268 -0.0891 -3.2321
H 3.7921 0.3795 3.0689
H 1.6316 0.9569 4.2503
H -6.3694 -4.5755 2.8736
H -3.7684 -3.8910 -4.7269
H 0.5947 -5.1996 0.4546
H -0.6017 -4.0286 -0.1971
H 5.8303 -3.7305 2.5649
H -3.8695 7.1143 -0.2066
H 1.6189 -0.3696 2.4099
H 2.8424 2.3121 1.3223
H 1.5001 5.8447 -1.9232
H 2.8618 8.1264 1.7778
H -1.6072 4.4447 0.6306
H -0.3361 0.3359 -5.2111
H 2.7324 -4.3904 5.0131
H -7.2624 -5.9445 2.2971
H -0.1750 -3.6328 -2.9792
H 0.9106 1.8325 5.6742
H -3.0943 -0.3617 -7.2452
H 6.1768 0.5828 1.9031
H 0.2057 1.6448 -8.0359
H -3.3940 -2.6461 -2.8273
```

## Properties
frontier orbital gap	0.322	Ha
ΔE to the lowest compared entry with this formula, charge and spin	222.3	kJ/mol
SMILES string	CC1(C)CCCC(C)(C)N1O.CC1(C)CCCC(C)(C)N1O.COC[C@H](C)N.COC[C@H](C)N.COC[C@H](C)N.COC[C@H](C)N.COC[C@H](C)N.COC[C@H](C)N.CO.CO.CO.CO

[2]
DFT (the ωB97M-V functional and the def2-TZVPD basis) results for 11 unconnected molecules or ions with the total composition C46H123N9O14.

Structure (XYZ):
```
192
C46H123N9O14 | OMol25 | the ωB97M-V functional and the def2-TZVPD basis
O -5.4800 -1.9310 -2.6216
O 0.7034 -1.4907 -1.4111
O -1.9749 1.4449 -4.5371
O -6.2605 -6.2401 3.1743
O 7.2143 3.2211 7.8184
O 3.0669 -4.6359 3.4779
O 5.5529 4.5707 -0.8484
O 1.1669 6.9583 3.3074
O 2.3352 -0.2026 -5.7512
O -4.1847 -2.8536 -6.3020
O 4.6994 0.7613 3.0524
O 1.1398 1.6900 4.0532
O -0.8031 -5.7984 -0.4363
O -1.5852 -0.0189 1.7323
N 6.0983 1.0573 9.5006
N -1.9153 -3.8962 -4.7197
N -7.8108 -0.9869 -3.8059
N -4.5390 1.4618 -3.9388
N 4.1104 2.7045 -7.4397
N 2.8947 -0.4023 0.1028
N -2.9653 -5.0322 1.6605
N 0.5225 4.4577 5.2505
N -3.9574 1.4135 -0.6844
C 3.1390 0.4064 -6.8009
C -3.0164 -3.5011 -6.8702
C -3.8769 2.6926 -4.3452
C 6.0358 3.4386 8.5863
C -0.3772 -1.3750 -2.3443
C -1.1846 -4.5355 -0.0118
C 2.6659 2.7780 -5.4345
C -0.4000 -3.9199 -6.6232
C 1.9251 -1.1084 -2.0029
C -7.7603 -1.1330 -2.3602
C 4.2331 -3.8355 3.0497
C 1.5982 8.2325 2.8518
C -4.9226 -5.6911 3.1285
C 1.4488 3.3976 5.6199
C -2.6518 -4.4062 0.3693
C 5.3326 2.0066 8.7044
C 4.6957 2.0417 3.7029
C 3.0825 -1.2766 -1.0412
C 3.8504 2.0989 9.0343
C 7.8878 4.2749 7.1983
C 1.9286 6.2822 4.3704
C -2.6347 0.0371 0.7107
C -0.9812 0.8810 -5.3775
C 4.5842 3.5731 -0.3756
C 2.3181 -1.6485 -5.7773
C -1.6678 -3.3019 -6.0068
C -3.4961 3.5326 -3.0888
C -3.4012 2.4281 1.4357
C -3.9848 -1.4987 -6.0020
C -9.2063 -1.2602 -1.8418
C -2.7544 2.4293 -5.2227
C 0.8501 2.0028 5.4158
C 0.5931 -5.9564 -0.8357
C 0.2190 2.2126 3.1265
C -0.9286 -1.3132 1.9256
C 3.7327 0.7747 1.9857
C -6.7145 -6.2613 4.5134
C -6.7660 -2.2992 -2.1198
C -4.4785 -5.1967 1.6769
C 0.9887 5.8065 5.4922
C 3.6189 1.8718 -6.3335
C -4.5949 -2.9466 -2.6303
C 3.9168 -0.4901 1.0683
C 3.5490 3.4736 -1.4798
C 5.4473 -4.4201 3.8856
C -2.9490 1.4620 0.3092
H 2.6989 6.8883 4.8471
H -7.3182 -0.2162 -1.9699
H 2.8039 0.3718 -7.8376
H 4.4784 1.7207 -5.6806
H 3.7623 2.6036 3.6667
H -0.5531 -4.1511 0.7892
H 3.4403 1.0893 9.0600
H 3.1564 4.4410 -1.7932
H -4.2041 -6.4650 3.3985
H 1.8865 -0.2240 -2.6389
H -9.3527 -1.2587 -0.7617
H 1.0541 8.6347 1.9972
H 3.6949 1.6963 1.4049
H -2.8935 -4.0422 -4.5148
H -5.9018 -6.6289 5.1399
H 7.2814 4.6401 6.3694
H 0.1609 3.3010 3.1324
H 1.9327 3.3289 -6.0237
H -3.4405 -0.8537 -6.6918
H 0.1729 6.5205 5.6050
H -4.1963 -3.0352 -1.6197
H 2.4667 -4.1744 4.0682
H 2.6340 8.2976 2.5188
H -4.4414 1.4481 -2.9336
H 4.8941 2.2435 -7.8795
H -0.6825 -0.3370 -2.4765
H -4.3012 3.4131 -2.3638
H 3.9351 -0.9546 -1.6391
H 0.3259 -4.1540 -5.8446
H 7.0444 1.3324 9.2784
H 1.8190 -2.1587 -4.9534
H 3.4176 2.8331 8.3548
H -1.3488 -2.2720 -5.8464
H 0.8212 -5.5890 -1.8362
H 5.0201 1.8748 4.7300
H 7.9026 5.0844 7.9281
H -4.8599 -4.1769 1.6255
H -2.2607 3.3970 -5.3116
H -1.4781 -4.7977 -4.8472
H 2.4622 5.4810 3.8591
H -9.7350 -0.3868 -2.2237
H 3.8280 -1.4128 1.6417
H -3.7943 -2.7837 -3.3518
H -0.2388 0.3564 -4.7760
H -3.6689 0.6667 -1.3002
H 5.3019 -4.7252 4.9218
H -0.5567 -4.9017 -7.0700
H -7.6993 -0.0186 -4.0705
H -3.9324 0.7148 -4.2455
H -7.5103 -6.9998 4.4161
H 5.1711 2.6763 -0.1771
H -3.0408 2.0520 -6.2044
H 6.2977 4.0293 -1.1198
H -3.1048 -4.8260 -0.5288
H -7.2130 -3.1606 -2.6160
H 3.9181 3.0715 -2.4233
H -0.8604 -3.7777 -0.7251
H -4.8144 1.1135 -0.2419
H -4.9621 -1.0182 -5.9540
H 6.2455 -3.6789 3.9269
H -2.5669 3.1326 -2.6830
H -3.3166 4.5434 -3.4552
H -0.2285 1.9188 5.5488
H -0.1362 -1.0668 2.6324
H 4.3364 -3.7340 1.9694
H 4.0748 -0.1432 -6.9022
H -2.6578 2.3460 2.2286
H 4.5113 3.4872 -6.9430
H 3.2827 3.4616 -4.8511
H 5.4093 4.1326 8.0261
H -0.8096 1.8529 3.1523
H 1.9706 -0.5454 0.4843
H -4.3792 2.1212 1.8064
H 1.3070 -5.6212 -0.0833
H -2.9514 -2.9764 -7.8234
H 1.4534 1.2447 5.9153
H -0.1158 -1.6764 -3.3587
H 2.0401 2.2406 -4.7221
H -6.9018 -2.4562 -1.0497
H -3.5359 3.4357 1.0422
H 1.6415 3.4801 6.6895
H -4.8918 -4.8999 3.8776
H 1.5948 5.8139 6.3981
H -0.4992 -1.6737 0.9908
H -3.4563 -0.5742 1.0839
H 2.0858 -1.9183 -2.7144
H 5.3835 2.7802 3.2911
H 3.5907 2.5272 10.0024
H -1.3285 -1.7814 -2.0011
H 3.1365 -2.3295 -0.7642
H -3.0139 -3.3788 0.4056
H 0.4963 1.9629 2.1023
H -4.9894 -3.9510 -2.7845
H -7.2504 -5.3849 4.8778
H 2.4594 3.4742 5.2187
H 4.1399 3.9800 0.5328
H 1.4211 8.9784 3.6266
H -4.5983 -5.8375 0.8034
H -9.6829 -2.1149 -2.3219
H -1.2876 0.1861 -6.1594
H -2.0398 1.8691 -0.1334
H 8.8672 4.1258 6.7439
H -2.6416 -5.9884 1.6922
H 1.5883 -1.9275 -6.5373
H -3.5074 -1.2053 -5.0671
H 6.1650 3.8912 9.5694
H 4.9373 -0.5933 0.6994
H 3.1696 -2.2271 -6.1353
H 2.7363 0.8006 2.4268
H 5.3243 1.6603 7.6709
H -0.4316 1.6819 -5.8720
H 2.7239 2.7933 -1.2688
H -1.5590 -2.0717 2.3895
H -3.2954 -4.5519 -6.9483
H 0.4633 4.3898 4.2445
H -4.5831 3.2797 -4.9323
H -6.9618 -1.4162 -4.1450
H 5.8345 -5.3432 3.4543
H 0.8679 -7.0103 -0.8801
H 4.1061 -2.8154 3.4122
H 0.1340 -3.3115 -7.3531
H -2.2491 -0.3803 -0.2195
H 6.0264 0.1596 9.0433
```

## Properties
charge	-1
frontier orbital gap (alpha / beta)	0.047 / 0.311	Ha
multiplicity	2